Entry 1:
ORCA calculation (ωB97M-V with the def2-TZVPD basis set) on a structure of composition C42H39AuF4N3P2Te.

Results
lowest unoccupied orbital energy (spin up / spin down) = -4.30 / -4.30 eV
HOMO (spin up / spin down) = -0.3862 / -0.3862 Ha
multiplicity = 1
energy = -89083.366 eV
HOMO-LUMO gap (spin up / spin down) = 6.212 / 6.213 eV
max |F| = 0.008 Eh/bohr
net charge = +1
energy relative to the best compared isomer or geometry (same formula, charge and spin) = 0.000 eV

Element x y z (Å)
Au (-0.72221, -0.58014, 0.50841)
C (-4.17780, -3.57393, 2.04971)
C (-3.39506, -2.50427, 1.29847)
N (-1.94401, -2.75103, 1.16092)
C (-1.62957, -4.00722, 0.44556)
C (-2.33845, -4.20466, -0.87789)
C (-1.24865, -2.82063, 2.46016)
C (-1.40844, -1.57380, 3.30252)
N (-1.19611, -0.39963, 2.46947)
C (-1.10543, 0.82923, 3.11562)
C (-1.84409, 1.92369, 2.65390)
F (-2.67495, 1.76358, 1.61140)
C (-1.78375, 3.16176, 3.26237)
F (-2.52165, 4.15922, 2.76519)
C (-0.99722, 3.37269, 4.37614)
C (-0.25876, 2.30743, 4.84747)
F (0.56718, 2.47785, 5.88558)
C (-0.29570, 1.07292, 4.22975)
F (0.53337, 0.11377, 4.67160)
H (-5.22408, -3.27506, 2.11101)
H (-3.81830, -3.70709, 3.07060)
H (-4.14049, -4.54188, 1.54882)
H (-3.51500, -1.53833, 1.78864)
H (-3.79723, -2.38423, 0.29264)
H (-1.84089, -4.86002, 1.10416)
H (-0.54792, -4.00826, 0.28486)
H (-3.41428, -4.32614, -0.75700)
H (-1.96119, -5.11034, -1.35306)
H (-2.15524, -3.37103, -1.55170)
H (-0.18627, -2.95981, 2.23704)
H (-1.57012, -3.69671, 3.03561)
H (-0.71704, -1.63733, 4.14421)
H (-2.41964, -1.52633, 3.72659)
H (-0.95394, 4.33962, 4.85619)
Te (2.97567, 0.03918, -2.95487)
C (3.33764, 2.09792, -2.61613)
C (2.61061, 3.08531, -3.26559)
C (2.82461, 4.41033, -2.90721)
N (3.70105, 4.79121, -1.98170)
C (4.42131, 3.84061, -1.39444)
C (4.27944, 2.48761, -1.67323)
C (1.41235, -0.15038, -1.60140)
P (-0.31304, -0.27192, -1.77818)
C (-0.82038, -1.59987, -2.88326)
C (-2.13586, -1.65017, -3.34721)
C (-2.52174, -2.65902, -4.21288)
C (-1.59729, -3.61104, -4.62628)
C (-0.28693, -3.55791, -4.17350)
C (0.10366, -2.55217, -3.30120)
C (-1.11205, 1.18527, -2.47746)
C (-0.78517, 1.55040, -3.78531)
C (-1.31406, 2.70917, -4.32571)
C (-2.17617, 3.49944, -3.57234)
C (-2.51145, 3.13110, -2.27906)
C (-1.97704, 1.97302, -1.72884)
P (1.47551, 0.05350, 0.07965)
C (2.60320, -1.05002, 0.93507)
C (2.38990, -2.41754, 0.74370)
C (3.24533, -3.34096, 1.31450)
C (4.33195, -2.90372, 2.06332)
C (4.56716, -1.54802, 2.22953)
C (3.70625, -0.61578, 1.66792)
C (1.57073, 1.71408, 0.74811)
C (1.74621, 1.95554, 2.11428)
C (1.75701, 3.25825, 2.58484)
C (1.55896, 4.31712, 1.70783)
C (1.34316, 4.07870, 0.35666)
C (1.34588, 2.78081, -0.12544)
H (1.88098, 2.84132, -4.02397)
H (2.26163, 5.20249, -3.38889)
H (5.14198, 4.17306, -0.65500)
H (4.88780, 1.75867, -1.15397)
H (-2.84912, -0.89330, -3.04323)
H (-3.54108, -2.70175, -4.57255)
H (-1.90033, -4.39296, -5.30997)
H (0.43314, -4.29406, -4.50497)
H (1.12192, -2.51144, -2.93601)
H (-0.12363, 0.92728, -4.37669)
H (-1.06331, 2.99486, -5.33918)
H (-2.59161, 4.40179, -4.00129)
H (-3.18700, 3.74128, -1.69421)
H (-2.22978, 1.69413, -0.71658)
H (1.55159, -2.74942, 0.14000)
H (3.07343, -4.39956, 1.17311)
H (5.00481, -3.62527, 2.50724)
H (5.42794, -1.21162, 2.79126)
H (3.91472, 0.43783, 1.77794)
H (1.86539, 1.13387, 2.80806)
H (1.91268, 3.44709, 3.63925)
H (1.57084, 5.33338, 2.08007)
H (1.19198, 4.90475, -0.32584)
H (1.19150, 2.59362, -1.18372)

Results of the Mulliken charge analysis, in e, for atoms 1 through 5:
1. Au 1.8728
2. C -1.4299
3. C -0.6882
4. N 0.5368
5. C -0.5529

Entry 2:
ORCA calculation (ωB97M-V with the def2-TZVPD basis set) on a structure of composition C42H40BiN2O7P2.

Results
lowest unoccupied orbital energy = -3.04 eV
HOMO = -0.3910 Ha
multiplicity = 1
energy = -85931.084 eV
HOMO-LUMO gap = 7.601 eV
max |F| = 0.005 Eh/bohr
net charge = +1
energy relative to the best compared isomer or geometry (same formula, charge and spin) = 0.137 eV

Element x y z (Å)
Bi (0.17547, -0.67182, 0.76864)
C (-1.12605, -4.53078, 0.41699)
C (-1.54395, -3.64392, 1.53252)
N (-1.17328, -2.38712, 1.73507)
C (-1.76558, -1.96280, 2.90301)
C (-2.50889, -2.97996, 3.41655)
N (-2.35337, -4.02017, 2.53676)
C (-3.37233, -3.18311, 4.61725)
O (-3.47839, -2.17976, 5.45489)
O (-3.89583, -4.25847, 4.76330)
C (-1.54259, -0.57113, 3.37864)
O (-2.03383, -0.19181, 4.42972)
O (-0.80852, 0.13704, 2.58676)
H (-0.60388, -3.94380, -0.33379)
H (-1.99545, -5.00065, -0.04299)
H (-0.47074, -5.32218, 0.78545)
H (-2.80637, -4.91450, 2.67402)
H (-2.95619, -1.38366, 5.15768)
C (-0.90983, -3.80493, -5.48762)
O (-1.74699, -2.65300, -5.46264)
C (-1.79381, -1.92155, -4.34723)
C (-2.64352, -0.79207, -4.40583)
C (-2.74291, 0.01570, -3.31842)
C (-2.01005, -0.22305, -2.12469)
C (-2.11939, 0.69934, -1.03882)
C (-3.09502, 1.83547, -1.07444)
O (-1.40193, 0.65376, 0.00115)
C (-1.17201, -1.37463, -2.07437)
O (-0.47491, -1.72268, -1.01642)
C (-1.07946, -2.20958, -3.19791)
H (-1.02466, -4.23322, -6.47759)
H (-1.22538, -4.53003, -4.73559)
H (0.13392, -3.52926, -5.32537)
H (-3.19197, -0.60056, -5.31667)
H (-3.39087, 0.87919, -3.37156)
H (-2.83697, 2.52472, -1.88033)
H (-3.04260, 2.37312, -0.13248)
H (-4.10771, 1.47162, -1.24834)
H (-0.42763, -3.06782, -3.12663)
C (2.19756, 0.02672, -3.41824)
C (1.39903, 1.21793, -2.85516)
P (1.61600, 1.75299, -1.10190)
C (0.40117, 3.12176, -0.96799)
C (-0.14217, 3.40056, 0.28386)
C (-0.97940, 4.48957, 0.47311)
C (-1.29855, 5.30826, -0.60129)
C (-0.77272, 5.03770, -1.85666)
C (0.07872, 3.95655, -2.03827)
C (3.17327, 2.70657, -1.06798)
C (3.51671, 3.33061, 0.13078)
C (4.68891, 4.06179, 0.23497)
C (5.53461, 4.17560, -0.85974)
C (5.19961, 3.56019, -2.05604)
C (4.02579, 2.82743, -2.15969)
C (2.51113, -1.14506, -2.48551)
P (3.94116, -0.80373, -1.33095)
C (3.30415, -1.45636, 0.26741)
C (2.68660, -2.70735, 0.38710)
C (2.21374, -3.14992, 1.61699)
C (2.34803, -2.34440, 2.74667)
C (2.96371, -1.10304, 2.64081)
C (3.44283, -0.66681, 1.40690)
C (5.08365, -2.15904, -1.79015)
C (5.72661, -2.95157, -0.84489)
C (6.67319, -3.89029, -1.23664)
C (6.99683, -4.04144, -2.57485)
C (6.37425, -3.24272, -3.52596)
C (5.43092, -2.30713, -3.13585)
H (3.13342, 0.38399, -3.85355)
H (1.61371, -0.35959, -4.25865)
H (0.33152, 0.97716, -2.89918)
H (1.54911, 2.07357, -3.51626)
H (0.07802, 2.76035, 1.13188)
H (-1.38254, 4.69286, 1.45657)
H (-1.95126, 6.15986, -0.45995)
H (-1.01061, 5.68128, -2.69376)
H (0.50674, 3.78456, -3.01693)
H (2.85681, 3.25641, 0.98878)
H (4.94094, 4.54525, 1.16971)
H (6.45097, 4.74521, -0.78046)
H (5.85412, 3.64919, -2.91316)
H (3.78558, 2.35289, -3.10006)
H (2.78337, -2.00988, -3.09349)
H (1.62832, -1.43281, -1.91311)
H (2.59477, -3.34190, -0.48729)
H (1.75326, -4.12698, 1.69945)
H (1.98301, -2.68796, 3.70630)
H (3.07279, -0.47766, 3.51725)
H (3.91900, 0.30380, 1.31969)
H (5.49249, -2.84730, 0.20806)
H (7.15853, -4.50232, -0.48755)
H (7.73507, -4.77180, -2.87776)
H (6.63043, -3.34521, -4.57242)
H (4.96983, -1.67934, -3.89097)

Results of the Mulliken charge analysis, in e, for atoms 1 through 5:
1. Bi 2.5184
2. C -1.0591
3. C -0.1448
4. N 0.2300
5. C -0.3640

Entry 3:
ORCA calculation (ωB97M-V with the def2-TZVPD basis set) on a structure of composition C42H40BrCaCl3GeN7O4PS2.

Results
lowest unoccupied orbital energy (spin up / spin down) = 1.39 / 0.53 eV
HOMO (spin up / spin down) = -0.1734 / -0.1734 Ha
multiplicity = 2
energy = -276354.721 eV
HOMO-LUMO gap (spin up / spin down) = 6.114 / 5.249 eV
max |F| = 0.009 Eh/bohr
net charge = -1
energy relative to the best compared isomer or geometry (same formula, charge and spin) = 1.238 eV

Element x y z (Å)
Ca (0.78621, -0.72820, 0.94435)
O (-0.25412, 2.61318, 4.01588)
C (-1.12564, 3.35904, 3.32064)
C (-1.79282, 4.40352, 3.96363)
C (-2.68833, 5.19808, 3.26869)
C (-2.95115, 4.96106, 1.92440)
C (-2.29670, 3.91288, 1.29319)
C (-1.38011, 3.11343, 1.96323)
C (-0.69608, 1.96836, 1.24577)
O (-0.19213, 1.00625, 2.05699)
N (0.40079, 2.54358, 0.39733)
N (1.12256, 1.56636, -0.20081)
C (1.62768, 1.75924, -1.35251)
C (2.52865, 0.78233, -1.96635)
Br (3.71246, -0.08337, -0.75773)
C (2.59910, 0.48995, -3.26190)
C (1.62283, 0.94523, -4.26508)
C (2.04633, 1.24472, -5.56055)
C (1.13376, 1.62115, -6.53272)
C (-0.22111, 1.68403, -6.23045)
C (-0.65582, 1.36174, -4.95251)
C (0.25845, 0.99457, -3.97625)
H (0.04299, 1.89489, 3.37392)
H (-1.58596, 4.57200, 5.01285)
H (-3.19457, 6.00526, 3.78465)
H (-3.66423, 5.56996, 1.38427)
H (-2.51744, 3.69021, 0.25194)
H (-1.43447, 1.54539, 0.52921)
H (0.07850, 3.26763, -0.24486)
H (1.42355, 2.66915, -1.92186)
H (3.37954, -0.17751, -3.60982)
H (3.10056, 1.17462, -5.80199)
H (1.47787, 1.85588, -7.53229)
H (-0.93582, 1.96425, -6.99385)
H (-1.71283, 1.36902, -4.71724)
H (-0.08469, 0.68471, -2.99578)
Cl (-0.08882, -2.39892, 3.11223)
Ge (2.19504, -1.99289, 3.82048)
Cl (2.53760, -3.76753, 5.04018)
Cl (2.94811, -2.58758, 1.79292)
O (5.09708, -1.64828, 6.50741)
S (5.38021, -1.48122, 5.11527)
O (6.08328, -2.50854, 4.41175)
N (3.98610, -1.06391, 4.28361)
C (4.00850, 0.17074, 3.77397)
S (2.74913, 0.82112, 2.90921)
C (5.26897, 0.88662, 4.09202)
C (5.62990, 2.17562, 3.73963)
C (6.87101, 2.63928, 4.15059)
C (7.72984, 1.83172, 4.89384)
C (7.36869, 0.53813, 5.24588)
C (6.13050, 0.09479, 4.82777)
H (4.95050, 2.78781, 3.16169)
H (7.17903, 3.64340, 3.89051)
H (8.69263, 2.21836, 5.20177)
H (8.02760, -0.09666, 5.82277)
C (-5.43496, -0.05413, 2.27319)
N (-4.56872, -0.92222, 3.05997)
C (-4.85144, -2.30847, 2.69524)
N (-4.73133, -2.59535, 1.26609)
C (-5.57945, -1.66029, 0.53351)
N (-5.32263, -0.25031, 0.82914)
C (-3.99438, 0.15469, 0.35455)
P (-2.57424, -0.81303, 1.08794)
C (-3.15202, -0.59541, 2.84515)
C (-3.33328, -2.48946, 0.82415)
H (-5.20374, 0.98722, 2.50821)
H (-6.47125, -0.25663, 2.55925)
H (-5.87887, -2.53243, 2.99665)
H (-4.17412, -2.96469, 3.24520)
H (-6.62051, -1.87100, 0.79496)
H (-5.44609, -1.82830, -0.53758)
H (-3.84656, 1.21249, 0.59403)
H (-3.96745, 0.06122, -0.73312)
H (-2.96986, 0.44184, 3.13997)
H (-2.53641, -1.21721, 3.49410)
H (-2.73026, -3.22568, 1.36274)
H (-3.27024, -2.73831, -0.23901)
N (0.26568, -1.37508, -1.17525)
C (0.05669, -1.84574, -2.31384)
C (1.17387, -2.40197, -3.18168)
C (2.23848, -3.06130, -2.57198)
C (3.32967, -3.48896, -3.31104)
C (3.38227, -3.24941, -4.68017)
C (2.32715, -2.59519, -5.30084)
C (1.22635, -2.18676, -4.55782)
C (-1.32971, -1.85743, -2.93098)
C (-2.20566, -0.81508, -2.64057)
C (-3.49890, -0.80868, -3.14049)
C (-3.94889, -1.86570, -3.92333)
C (-3.09200, -2.92097, -4.20246)
C (-1.78957, -2.90925, -3.71959)
H (2.19733, -3.21466, -1.50072)
H (4.14673, -4.00171, -2.81805)
H (4.23904, -3.57386, -5.25843)
H (2.36132, -2.39761, -6.36585)
H (0.41158, -1.66737, -5.04892)
H (-1.84802, -0.02289, -1.99176)
H (-4.16466, 0.01803, -2.91846)
H (-4.96120, -1.86740, -4.30812)
H (-3.43882, -3.75678, -4.79813)
H (-1.12354, -3.73337, -3.94572)

Results of the Mulliken charge analysis, in e, for atoms 1 through 5:
1. Ca 1.1294
2. O -0.7764
3. C 0.5400
4. C -0.7600
5. C -0.3037

| no. | M (g/mol) |
| --- | --- |
| 1 | 1048.30 |
| 2 | 955.72 |
| 3 | 1100.89 |